1.
C24H18FeN5O7S as an isolated structure in a non-equilibrium geometry. Source: the OMol25 dataset; level of theory: wB97M-V/def2-TZVPD.

```
! wB97M-V def2-TZVPD RIJCOSX def2/J DEFGRID3
* xyz 0 2
Fe 0.53 1.04 -0.06
O 2.11 2.86 3.10
C 1.83 2.25 2.09
O 0.64 1.84 1.73
C 2.90 1.90 1.07
C 4.26 2.16 1.12
C 5.04 1.75 0.04
C 4.47 1.12 -1.06
C 3.10 0.90 -1.04
N 2.40 1.29 0.01
C 2.21 0.26 -2.11
O 2.69 -0.19 -3.12
O 0.95 0.30 -1.78
H 4.68 2.66 1.98
H 6.11 1.94 0.05
H 5.04 0.80 -1.92
C -3.95 -2.24 -0.40
C -4.21 -1.30 0.60
C -3.41 -0.19 0.74
C -2.32 -0.05 -0.12
C -2.04 -0.98 -1.11
C -2.88 -2.07 -1.26
N -1.45 1.07 -0.05
N -1.98 2.18 0.17
C -1.06 3.24 0.01
C -1.42 4.51 0.42
C -0.52 5.53 0.18
C 0.68 5.25 -0.46
C 0.97 3.94 -0.81
N 0.11 2.95 -0.56
H -4.57 -3.13 -0.49
H -5.04 -1.45 1.28
H -3.59 0.56 1.50
H -1.19 -0.83 -1.76
H -2.69 -2.82 -2.02
H -2.38 4.66 0.90
H -0.75 6.55 0.49
H 1.40 6.03 -0.69
H 1.90 3.66 -1.28
N 0.78 -0.69 1.01
C 0.23 -1.99 0.66
C 0.66 -2.65 -0.48
C 0.06 -3.86 -0.82
C -0.95 -4.38 -0.02
C -1.33 -3.74 1.14
C -0.74 -2.54 1.49
S -1.85 -5.82 -0.58
O -2.59 -6.28 0.58
O -2.73 -5.29 -1.63
O -0.86 -6.74 -1.09
H 0.38 -0.39 1.89
H 1.78 -0.78 1.17
H 1.41 -2.22 -1.12
H 0.36 -4.39 -1.71
H -2.11 -4.18 1.76
H -1.04 -2.01 2.39
*
```

## Properties
Kohn-Sham gap (spin up / spin down): 7.4 / 3.8 eV
expectation value of S²: 0.766

2.
C24H18N4O2S2V as an isolated structure. Source: the OMol25 dataset; level of theory: wB97M-V/def2-TZVPD.

```
! wB97M-V def2-TZVPD RIJCOSX def2/J DEFGRID3
* xyz 1 1
V -0.18 0.06 -0.08
O -0.80 1.17 1.13
C -1.51 1.29 2.25
C -1.78 2.57 2.74
C -2.52 2.69 3.90
C -3.00 1.55 4.56
C -2.72 0.29 4.07
C -1.96 0.14 2.90
C -1.58 -1.16 2.37
N -0.93 -1.40 1.25
C -0.68 -2.75 1.19
C -1.21 -3.34 2.28
N -1.77 -2.33 3.03
H -1.40 3.43 2.21
H -2.75 3.67 4.29
H -3.59 1.66 5.45
H -3.11 -0.57 4.60
H -0.16 -3.20 0.36
H -1.24 -4.37 2.60
H -2.22 -2.42 3.92
O 1.31 -0.30 0.92
C 2.62 -0.15 1.00
C 3.25 -0.29 2.24
C 4.62 -0.11 2.33
C 5.37 0.20 1.19
C 4.75 0.32 -0.03
C 3.36 0.14 -0.14
C 2.66 0.18 -1.41
N 1.33 0.13 -1.61
C 1.16 0.13 -2.98
C 2.36 0.19 -3.60
N 3.29 0.23 -2.59
H 2.65 -0.52 3.11
H 5.11 -0.21 3.28
H 6.44 0.35 1.27
H 5.35 0.57 -0.90
H 0.20 0.08 -3.45
H 2.63 0.20 -4.64
H 4.29 0.25 -2.70
S -1.26 1.64 -1.44
C -1.84 0.84 -2.87
C -2.20 1.53 -4.03
C -2.70 0.82 -5.10
C -2.83 -0.57 -5.04
C -2.47 -1.26 -3.90
C -1.97 -0.54 -2.81
S -1.54 -1.31 -1.30
H -2.09 2.60 -4.08
H -2.99 1.34 -6.00
H -3.22 -1.12 -5.89
H -2.56 -2.34 -3.84
*
```

## Properties
Kohn-Sham gap (spin up / spin down): 6.4 / 6.4 eV